# 1
The following is a quantum chemistry calculation of 2 unconnected molecules or ions with the total composition C4H5NO2, from OMol25.

```
! RIJCOSX wB97M-V def2-TZVPD def2/J DEFGRID3
* xyz 0 1
O 2.20 -1.26 -0.66
C 1.40 -0.76 0.08
C 0.63 0.50 -0.29
C -0.64 0.28 -1.09
N -1.63 0.83 -0.29
C -1.07 1.31 0.78
O 0.23 1.19 0.93
H 1.14 -1.19 1.07
H 1.28 1.17 -0.87
H -0.98 -1.71 -0.91
H -0.96 -2.20 -0.34
H -1.59 1.83 1.59
*
```

ΔE to the lowest compared entry with this formula, charge and spin (kcal per mole): 117.95
Orbital gap (eV): 8.2

=====

# 2
The following is a quantum chemistry calculation of a molecular structure, C18H20Cl3N4Ta, from OMol25.

```
! RIJCOSX wB97M-V def2-TZVPD def2/J DEFGRID3
* xyz 4 1
Ta -0.05 0.26 0.18
C 0.18 -1.34 2.48
N 1.20 -0.80 1.53
C 1.66 -1.81 0.52
C 2.30 0.00 2.11
C 3.20 -0.45 3.03
C 4.22 0.44 3.41
C 4.32 1.71 2.84
C 3.40 2.15 1.89
C 2.37 1.28 1.55
N 1.32 1.48 0.64
C 1.00 2.57 -0.21
C 1.02 3.91 0.18
C 0.64 4.86 -0.74
C 0.17 4.49 -2.02
C 0.07 3.15 -2.38
C 0.50 2.19 -1.48
N 0.47 0.74 -1.78
C -0.73 0.35 -2.61
C 1.73 0.19 -2.41
H 0.58 -2.22 2.99
H -0.71 -1.69 1.92
H -0.09 -0.58 3.20
H 2.02 -2.72 1.02
H 2.47 -1.39 -0.08
H 0.80 -2.13 -0.12
H 3.16 -1.44 3.46
H 4.95 0.13 4.15
H 5.12 2.37 3.13
H 3.50 3.13 1.45
H 1.32 4.20 1.18
H 0.69 5.91 -0.47
H -0.11 5.25 -2.73
H -0.28 2.89 -3.37
H -0.59 0.67 -3.64
H -1.63 0.84 -2.22
H -0.83 -0.73 -2.62
H 1.79 0.56 -3.43
H 1.68 -0.89 -2.43
H 2.59 0.55 -1.84
Cl -4.80 2.92 0.39
C -4.15 2.01 1.75
Cl -3.79 3.01 3.14
Cl -5.09 0.59 2.13
C -2.84 1.50 1.27
N -1.83 1.10 0.89
*
```

ΔE to the lowest compared entry with this formula, charge and spin (kcal per mole): 0.00
Orbital gap (spin up / spin down) (eV): 6.1 / 6.1

=====

# 3
The following is a quantum chemistry calculation of 2 unconnected molecules or ions with the total composition ClH2NO2Si at a distorted geometry, from OMol25.

```
! RIJCOSX wB97M-V def2-TZVPD def2/J DEFGRID3
* xyz 0 1
N -0.52 -0.26 1.33
O -0.80 0.66 2.05
O -0.23 -1.39 1.61
Si 0.15 0.26 -0.97
Cl 1.64 -0.95 -1.26
H -0.53 -0.05 -2.26
H 0.27 1.73 -0.50
*
```

ΔE to the lowest compared entry with this formula, charge and spin (kcal per mole): 46.02
Orbital gap (spin up / spin down) (eV): 8.5 / 8.5

=====

# 4
The following is a quantum chemistry calculation of 2 unconnected molecules or ions with the total composition CH4IN2 at a distorted geometry, from OMol25.

```
! RIJCOSX wB97M-V def2-TZVPD def2/J DEFGRID3
* xyz 1 1
C 1.50 1.21 0.06
N 0.35 1.28 0.27
N -1.18 -0.69 -0.13
I 0.63 -1.99 -0.10
H 2.36 0.76 -0.29
H -0.64 0.88 0.25
H -1.64 -0.68 -0.91
H -1.39 -0.77 0.86
*
```

ΔE to the lowest compared entry with this formula, charge and spin (kcal per mole): 94.13
Orbital gap (eV): 8.8

=====

One value per record, in order, for E_tot: -360.4815, -2352.8105, -956.0067, -447.3070 Eh.